{
  "formula": "C34H44IrN3OS4Sb",
  "method": "ωB97M-V/def2-TZVPD",
  "elements": ["H", "H", "H", "C", "H", "H", "C", "C", "H", "C", "H", "N", "C", "H", "H", "C", "C", "H", "H", "H", "H", "H", "H", "Sb", "H", "H", "C", "H", "H", "C", "C", "H", "O", "Ir", "C", "H", "H", "H", "H", "C", "H", "C", "H", "C", "C", "C", "H", "N", "C", "C", "C", "H", "C", "C", "H", "C", "C", "H", "H", "C", "H", "C", "H", "C", "H", "C", "S", "H", "C", "C", "C", "H", "N", "C", "H", "H", "S", "H", "H", "C", "H", "C", "C", "H", "S", "H", "S", "H"],
  "xyz": [[1.6148, 3.6792, -1.0968], [-0.5048, -3.5271, 3.3708], [3.1173, -0.5719, -0.7938], [1.9400, -3.3724, -5.1651], [-0.6994, -0.5472, 3.2512], [2.8108, 1.6570, 3.3108], [-1.6186, -6.8787, -1.8043], [3.3316, 0.4188, -0.3886], [0.8558, 2.9499, 3.8143], [1.8671, 3.3744, 1.0248], [1.7810, 0.6043, 4.2502], [-1.2794, 1.0479, -1.7478], [-2.6202, -3.0139, 1.8132], [-4.5170, 2.8860, -0.3988], [-2.3367, -0.3166, 2.6122], [-3.7007, -6.0059, -0.9645], [-1.0975, -1.4734, 0.5711], [3.8399, 1.2862, 1.5394], [4.2453, -0.4115, 1.3383], [-4.6238, 4.0115, -1.7712], [-5.5396, 0.4378, -4.3348], [0.4163, -0.0922, -3.0303], [4.2604, 0.7806, -0.8333], [-1.5891, -2.5768, -2.6934], [-3.4599, 4.2906, -0.4541], [-2.8178, -3.5534, 2.7480], [-0.8004, -3.8008, -5.4290], [1.8133, 4.4537, 1.1531], [-1.8651, -3.9708, -5.5473], [-1.0842, 1.2330, -3.0332], [-1.8174, 2.2109, -3.7785], [-2.0323, -1.3323, 0.0285], [-2.3799, 1.6788, 0.1242], [-0.0225, 0.3993, 0.2607], [-2.1275, -4.5316, -2.0538], [-6.8430, -1.3761, -5.3943], [1.4711, -2.4874, -3.2655], [-0.9457, -7.7157, -1.9641], [0.1073, 0.6264, -4.5630], [-4.2112, -3.1960, -4.2624], [3.0072, -3.2104, -5.0604], [-5.1597, -0.5768, -4.3257], [-0.2449, 1.6083, 3.5061], [-2.2136, 1.8029, -1.0809], [0.6770, 2.0836, 3.1764], [-1.2614, -5.6087, -2.2479], [2.1182, -4.3328, -7.0772], [-2.9660, 2.7354, -1.7993], [2.2333, 3.0790, -0.4273], [1.8619, 1.1248, 3.2970], [1.4404, -4.0045, -6.2968], [-2.4930, -3.7541, 1.0190], [-5.8940, -1.5967, -4.9170], [1.0693, -2.9546, -4.1635], [-0.3153, -4.7263, -7.3045], [-0.2201, -3.0416, 2.4316], [-3.4550, -2.1691, -3.6907], [0.6955, -2.4762, 2.6070], [-6.0017, -3.7013, -5.3324], [-5.4223, -2.9040, -4.8827], [-4.0354, -3.9108, -1.2627], [-2.7385, 2.9222, -3.1107], [-3.3470, 3.6764, -3.5963], [3.4886, 0.3427, 1.1255], [-1.6604, 2.3561, -4.8395], [0.0730, -4.2222, -6.4267], [0.2621, 2.6820, 1.5238], [2.6212, 2.9945, 1.7074], [-2.8343, -7.0752, -1.1589], [-0.3049, -3.1620, -4.2899], [-3.9427, -0.8621, -3.7134], [-4.6492, -6.1593, -0.4604], [-0.2158, 0.4127, -3.6358], [-3.9547, 3.5351, -1.0597], [-3.4990, -2.3977, 1.5848], [-3.3772, -0.0606, -3.2411], [0.1746, -2.1429, -0.4996], [-0.3065, -5.4629, -2.7441], [3.2750, 3.3402, -0.6179], [-1.3630, -2.1465, 1.9483], [0.0007, -3.8268, 1.7029], [-3.3491, -4.7379, -1.4112], [-1.6318, -1.0603, 2.9951], [-3.8738, -4.2262, -4.2069], [1.9628, 1.4011, -1.0406], [-2.0455, -1.4987, 3.9114], [1.9860, -0.1673, 2.0265], [-3.1062, -8.0632, -0.8055]],
  "atomic_forces_ev_per_a": [[0.05, 0.05, 0.01], [0.02, 0.08, -0.06], [0.06, -0.02, -0.01], [-0.04, 0.00, -0.02], [-0.07, -0.02, -0.01], [0.00, 0.03, 0.06], [0.01, 0.05, 0.00], [0.02, 0.13, 0.03], [-0.04, -0.01, 0.07], [-0.05, -0.05, -0.02], [0.01, 0.04, 0.06], [-0.55, 0.58, 0.57], [-0.10, -0.04, 0.03], [-0.04, -0.08, 0.02], [0.01, -0.02, 0.04], [0.02, 0.00, 0.01], [0.45, 0.45, 0.26], [0.01, -0.01, -0.05], [0.08, 0.04, 0.01], [0.02, -0.01, -0.03], [0.02, -0.01, 0.00], [-0.06, -0.09, -0.05], [0.02, -0.06, 0.01], [-0.09, -0.31, 0.19], [0.06, 0.02, 0.01], [0.01, 0.10, -0.13], [0.15, 0.09, 0.02], [0.08, 0.06, 0.02], [0.05, 0.01, 0.02], [-0.31, 0.17, -0.24], [0.42, -0.32, -0.41], [-0.09, -0.07, -0.05], [-0.27, 0.10, 0.02], [0.28, -0.02, 0.32], [0.03, -0.10, 0.02], [0.09, -0.02, 0.04], [-0.04, -0.03, -0.09], [-0.07, 0.10, 0.03], [0.00, -0.06, -0.06], [-0.03, 0.18, 0.00], [-0.07, -0.02, 0.00], [0.08, -0.08, 0.02], [-0.01, -0.02, 0.04], [-0.01, -0.10, 0.04], [0.01, 0.04, -0.03], [-0.10, 0.02, 0.11], [-0.06, 0.02, 0.06], [-0.21, -0.01, 0.59], [-0.09, -0.02, 0.03], [-0.08, -0.06, -0.04], [-0.01, 0.01, 0.02], [-0.02, 0.02, 0.02], [0.00, 0.00, 0.01], [-0.07, -0.03, 0.00], [0.02, 0.05, 0.05], [-0.01, -0.04, -0.08], [-0.13, 0.07, -0.08], [0.00, -0.02, -0.02], [0.01, 0.02, 0.02], [0.09, 0.03, 0.05], [0.00, -0.01, 0.01], [-0.29, 0.35, -0.24], [0.04, -0.05, 0.03], [-0.06, -0.08, 0.00], [0.00, -0.04, 0.12], [-0.02, 0.04, 0.08], [0.03, -0.19, -0.29], [0.04, 0.02, -0.04], [0.05, 0.03, -0.03], [0.08, 0.02, -0.06], [0.01, -0.07, -0.04], [0.08, 0.02, -0.05], [0.50, -0.04, -0.22], [0.17, -0.14, -0.13], [0.11, -0.10, -0.01], [-0.11, -0.13, -0.07], [-0.13, -0.13, -0.28], [-0.08, -0.02, 0.02], [-0.01, 0.07, -0.01], [0.05, 0.01, -0.20], [-0.03, 0.04, 0.07], [0.10, -0.06, -0.03], [0.00, 0.00, 0.03], [-0.01, 0.07, -0.03], [-0.05, -0.46, 0.04], [0.06, 0.05, -0.11], [-0.01, -0.01, -0.01], [0.01, 0.05, -0.04]],
  "de_lowest_kcal_mol": 5.2,
  "largest_force_ev_per_a": 1.0,
  "multiplicity": 5,
  "total_charge": 1
}